No. 1
Formula: C2H12N2O2
Source: OMol25
Level of theory: ωB97M-V/def2-TZVPD

SMILES string: NCCN.O.O
Relative energy (zero: lowest compared OMol25 entry of this formula, charge and spin) in kJ/mol: 72.0
Kohn-Sham gap in eV: 9.88
DFT total energy in eV: -9343.4562
HOMO energy in eV: -9.145

The geometry in ORCA input format:
```
! wB97M-V def2-TZVPD RIJCOSX def2/J DEFGRID3
* xyz 0 1
N 1.38 0.12 1.11
C -0.07 0.06 1.17
C -0.62 -1.17 0.48
N -0.54 -1.11 -0.96
H 1.69 0.99 1.52
H 1.79 -0.64 1.64
H -0.49 0.08 2.19
H -0.44 0.95 0.66
H -1.66 -1.30 0.81
H -0.07 -2.04 0.83
H -0.18 -1.96 -1.36
H -1.43 -0.93 -1.40
O 3.95 1.68 -1.54
H 4.00 1.06 -2.27
H 3.00 1.84 -1.48
O -3.66 0.51 -0.29
H -3.11 1.19 0.13
H -3.55 0.65 -1.23
*
```

natural (NBO) population analysis, charges in e, atoms 1 to 8: number 1, N, carries -0.829; number 2, C, carries -0.218; number 3, C, carries -0.228; number 4, N, carries -0.845; number 5, H, carries 0.356; number 6, H, carries 0.350; number 7, H, carries 0.156; number 8, H, carries 0.176

---

No. 2
Formula: C38H50N4O12S2
Source: OMol25
Level of theory: ωB97M-V/def2-TZVPD

SMILES string: O=[N+]([O-])c1ccccc1.O=[N+]([O-])c1ccccc1.O=[N+]([O-])c1ccccc1.O=[N+]([O-])c1ccccc1.O=S1(=O)CCCC1.O=S1(=O)CCCC1.CCCCCC
Relative energy (zero: lowest compared OMol25 entry of this formula, charge and spin) in kJ/mol: 127.4
Kohn-Sham gap in eV: 8.46
DFT total energy in eV: -92401.9405
HOMO energy in eV: -9.761

The geometry in ORCA input format:
```
! wB97M-V def2-TZVPD RIJCOSX def2/J DEFGRID3
* xyz 0 1
O -4.77 -4.22 1.89
N -3.65 -4.63 2.17
O -3.06 -4.47 3.30
C -2.85 -5.23 1.12
C -1.50 -5.32 1.19
C -0.79 -5.96 0.14
C -1.43 -6.62 -0.88
C -2.79 -6.58 -0.94
C -3.53 -5.92 0.02
H -1.04 -4.59 1.84
H 0.27 -5.82 0.28
H -0.74 -7.21 -1.46
H -3.22 -7.02 -1.83
H -4.61 -6.01 0.01
O -3.32 2.97 4.03
N -3.69 3.40 2.93
O -4.85 3.52 2.59
C -2.63 3.85 1.98
C -1.25 3.71 2.33
C -0.23 4.24 1.47
C -0.60 4.78 0.25
C -2.00 4.85 -0.14
C -2.93 4.44 0.77
H -1.00 3.35 3.32
H 0.82 4.29 1.71
H 0.18 5.05 -0.45
H -2.21 5.26 -1.12
H -3.96 4.47 0.45
O -3.47 0.58 -2.16
N -2.90 0.31 -3.13
O -2.46 1.18 -3.90
C -2.70 -1.18 -3.33
C -1.65 -1.54 -4.20
C -1.49 -2.94 -4.43
C -2.39 -3.91 -3.81
C -3.40 -3.49 -2.98
C -3.53 -2.12 -2.74
H -1.09 -0.82 -4.78
H -0.68 -3.37 -5.00
H -2.15 -4.95 -3.93
H -3.95 -4.24 -2.42
H -4.20 -1.74 -1.99
O 4.46 0.76 -0.69
N 4.80 1.92 -0.98
O 5.08 2.26 -2.17
C 4.86 2.93 0.13
C 5.26 4.23 -0.18
C 5.57 5.13 0.84
C 5.44 4.77 2.16
C 4.89 3.52 2.46
C 4.56 2.62 1.47
H 5.60 4.59 -1.15
H 5.74 6.12 0.46
H 5.60 5.52 2.92
H 4.92 3.23 3.50
H 4.07 1.72 1.82
O -3.12 -0.24 6.41
S -2.28 -0.39 5.23
O -2.92 -0.53 3.91
C -1.28 1.13 5.19
C 0.16 0.79 5.62
C 0.25 -0.60 6.24
C -0.84 -1.50 5.68
H -1.61 1.88 5.90
H -1.24 1.45 4.15
H 0.80 0.80 4.75
H 0.64 1.52 6.27
H 0.03 -0.36 7.28
H 1.17 -1.19 6.20
H -1.22 -2.25 6.37
H -0.58 -2.00 4.75
O 0.59 -2.69 -0.21
S 0.29 -1.82 0.88
O 0.15 -2.34 2.25
C 1.34 -0.33 0.78
C 0.59 0.70 -0.01
C -0.73 0.30 -0.51
C -1.30 -0.84 0.39
H 2.38 -0.43 0.48
H 1.38 -0.13 1.85
H 0.46 1.59 0.60
H 1.23 1.09 -0.81
H -0.60 -0.05 -1.54
H -1.35 1.14 -0.80
H -1.89 -1.53 -0.21
H -1.90 -0.59 1.27
C 0.67 2.89 -3.26
C 1.84 1.91 -3.63
C 1.25 0.71 -4.42
C 2.30 -0.10 -5.11
C 3.16 -1.05 -4.23
C 2.46 -1.87 -3.08
H 0.96 3.76 -2.67
H 0.22 2.33 -2.44
H -0.21 2.97 -3.91
H 2.49 2.61 -4.16
H 2.30 1.59 -2.70
H 0.61 1.01 -5.25
H 0.62 0.08 -3.79
H 1.90 -0.77 -5.87
H 3.05 0.46 -5.68
H 3.54 -1.85 -4.87
H 3.90 -0.60 -3.57
H 1.84 -1.20 -2.49
H 2.02 -2.74 -3.57
H 3.10 -2.39 -2.37
*
```

Mulliken population analysis, charges in e, atoms 1 to 8: number 1, O, carries -0.575; number 2, N, carries 0.984; number 3, O, carries -0.554; number 4, C, carries 0.352; number 5, C, carries -0.336; number 6, C, carries -0.345; number 7, C, carries -0.728; number 8, C, carries -0.312

---

No. 3
Formula: C26H28N4P2ReS
Source: OMol25
Level of theory: ωB97M-V/def2-TZVPD

Expectation value of S²: 3.80
Relative energy (zero: lowest compared OMol25 entry of this formula, charge and spin) in kJ/mol: 0.0
Kohn-Sham gap (spin up / spin down) in eV: 6.26 / 5.42
DFT total energy in eV: -64878.2386
HOMO energy (spin up / spin down) in eV: -20.073 / -20.063

The geometry in ORCA input format:
```
! wB97M-V def2-TZVPD RIJCOSX def2/J DEFGRID3
* xyz 4 4
Re -0.17 1.23 0.65
N -1.19 2.74 2.05
N -0.39 3.14 3.14
C 0.77 2.52 3.41
N 1.48 2.87 4.45
S 1.36 1.22 2.39
H -1.44 3.59 1.52
H -2.07 2.35 2.41
H -0.77 3.85 3.76
H 1.20 3.60 5.10
H 2.36 2.41 4.65
C -0.42 -1.98 -2.48
N -0.19 -1.02 -1.37
P 0.87 0.28 -1.33
C 2.49 0.11 -1.96
C 2.65 0.28 -3.35
C 3.90 0.08 -3.90
C 4.98 -0.27 -3.08
C 4.81 -0.44 -1.71
C 3.56 -0.25 -1.14
C 0.06 1.82 -1.83
C -1.29 1.92 -1.37
C -1.97 3.15 -1.44
C -1.30 4.27 -1.92
C 0.03 4.17 -2.32
C 0.73 2.97 -2.24
P -0.81 -1.09 0.20
C -2.54 -1.40 0.35
C -3.52 -0.40 0.26
C -4.86 -0.72 0.34
C -5.23 -2.06 0.48
C -4.27 -3.06 0.56
C -2.93 -2.74 0.51
C 0.14 -2.13 1.25
C 1.36 -2.68 0.81
C 2.09 -3.49 1.66
C 1.62 -3.74 2.95
C 0.42 -3.19 3.40
C -0.32 -2.39 2.55
H -0.30 -1.47 -3.43
H -1.45 -2.34 -2.41
H 0.27 -2.82 -2.40
H 1.83 0.57 -3.99
H 4.05 0.19 -4.97
H 5.96 -0.41 -3.52
H 5.65 -0.70 -1.09
H 3.43 -0.38 -0.07
H -1.89 1.01 -1.32
H -3.02 3.20 -1.19
H -1.83 5.21 -2.03
H 0.54 5.05 -2.70
H 1.77 2.92 -2.53
H -3.24 0.65 0.15
H -5.62 0.04 0.29
H -6.28 -2.32 0.53
H -4.58 -4.09 0.68
H -2.19 -3.53 0.59
H 1.71 -2.52 -0.20
H 3.01 -3.95 1.32
H 2.19 -4.39 3.61
H 0.06 -3.42 4.39
H -1.27 -2.00 2.89
*
```

natural (NBO) population analysis, charges in e, atoms 1 to 8: number 1, Re, carries 0.845; number 2, N, carries -0.680; number 3, N, carries -0.407; number 4, C, carries 0.367; number 5, N, carries -0.670; number 6, S, carries 0.073; number 7, H, carries 0.437; number 8, H, carries 0.437

---

No. 4
Formula: C9H17NO3S
Source: OMol25
Level of theory: ωB97M-V/def2-TZVPD

Relative energy (zero: lowest compared OMol25 entry of this formula, charge and spin) in kJ/mol: 288.1
Kohn-Sham gap in eV: 9.01
DFT total energy in eV: -28072.3804
HOMO energy in eV: -8.446

The geometry in ORCA input format:
```
! wB97M-V def2-TZVPD RIJCOSX def2/J DEFGRID3
* xyz 0 1
C -1.80 -1.56 -0.69
C -0.03 1.75 -0.74
C 1.08 2.01 0.28
C -1.22 -0.37 -1.25
C 1.75 -0.63 0.52
C -1.97 0.17 -2.59
C 1.60 -1.03 1.94
C 1.72 -1.62 -0.39
C -2.14 1.09 0.35
N -0.93 0.66 -0.33
O -2.95 -1.88 -0.53
O -0.78 -2.15 0.10
O 3.40 0.98 -0.90
S 2.63 0.99 0.35
H -0.49 2.74 -0.92
H 0.49 1.54 -1.69
H 1.48 2.98 0.08
H 0.89 2.12 1.47
H -1.26 0.77 -3.20
H -2.78 0.81 -2.36
H -2.24 -0.76 -3.07
H 2.52 -1.45 2.42
H 0.74 -1.55 2.18
H 1.49 0.02 2.43
H 1.36 -2.58 -0.13
H 2.04 -1.46 -1.46
H -0.12 -0.49 -1.88
H -2.92 1.12 -0.45
H -2.49 0.25 0.97
H -2.05 1.92 0.97
H -1.14 -2.86 0.62
*
```

natural (NBO) population analysis, charges in e, atoms 1 to 8: number 1, C, carries 0.784; number 2, C, carries -0.243; number 3, C, carries -0.610; number 4, C, carries -0.150; number 5, C, carries -0.239; number 6, C, carries -0.624; number 7, C, carries -0.649; number 8, C, carries -0.353

---

No. 5
Formula: CH3NO2S3
Source: OMol25
Level of theory: ωB97M-V/def2-TZVPD

SMILES string: SN(S)S.O=C=O
Relative energy (zero: lowest compared OMol25 entry of this formula, charge and spin) in kJ/mol: 0.9
Kohn-Sham gap in eV: 8.79
DFT total energy in eV: -39174.8532
HOMO energy in eV: -8.776

The geometry in ORCA input format:
```
! wB97M-V def2-TZVPD RIJCOSX def2/J DEFGRID3
* xyz 0 1
S 0.24 -1.36 -1.24
N -0.56 -0.60 0.13
S 0.23 -0.69 1.70
S -2.28 -0.84 0.08
H 0.10 -0.16 -1.91
H -0.53 -1.52 2.26
H -2.79 0.40 -0.36
O 2.66 0.61 -0.45
C 2.91 -0.18 0.31
O 3.15 -1.00 1.09
*
```

natural (NBO) population analysis, charges in e, atoms 1 to 8: number 1, S, carries 0.178; number 2, N, carries -0.905; number 3, S, carries 0.222; number 4, S, carries 0.169; number 5, H, carries 0.128; number 6, H, carries 0.089; number 7, H, carries 0.122; number 8, O, carries -0.506

---

No. 6
Formula: C4H11N5
Source: OMol25
Level of theory: ωB97M-V/def2-TZVPD

Relative energy (zero: lowest compared OMol25 entry of this formula, charge and spin) in kJ/mol: 883.1
Kohn-Sham gap in eV: 9.03
DFT total energy in eV: -11767.3981
HOMO energy in eV: -8.439

The geometry in ORCA input format:
```
! wB97M-V def2-TZVPD RIJCOSX def2/J DEFGRID3
* xyz 0 1
C -0.77 -0.64 0.42
C 1.45 0.44 0.13
C 1.48 1.83 -0.68
C 1.21 2.91 0.14
H -3.16 -1.94 0.61
H -2.51 -1.46 1.87
H -0.53 -2.67 0.05
H -1.03 1.17 0.78
H -0.58 -1.46 -2.40
H 1.33 -1.64 -2.02
H 2.60 -0.26 -0.01
H 1.24 0.82 1.32
H 1.39 2.01 -1.73
H 1.16 3.81 -0.63
H 1.00 3.13 1.34
N -2.32 -2.27 1.23
N -1.19 -1.88 0.54
N -1.13 0.19 1.16
N 0.08 -0.30 -0.67
N 0.28 -1.77 -1.46
*
```

natural (NBO) population analysis, charges in e, atoms 1 to 8: number 1, C, carries 0.507; number 2, C, carries -0.290; number 3, C, carries -0.229; number 4, C, carries -0.432; number 5, H, carries 0.314; number 6, H, carries 0.368; number 7, H, carries 0.428; number 8, H, carries 0.357